1.
The following is a DFT calculation (ωB97M-V with the def2-TZVPD basis set) of a structure of composition C3H3Br2Cl.

Atoms and positions in Å:
C 0.64213 -0.14440 0.68224
C 0.39692 0.23933 -0.74985
C -0.73519 -0.23309 0.10734
Cl 0.47827 1.92938 -1.20714
Br -2.07833 1.00513 0.69316
Br -1.46665 -1.97782 -0.25958
H 1.18264 -1.05818 0.88610
H 0.83348 0.64987 1.39006
H 0.74672 -0.41022 -1.54232

Summary:
Energy (eV): -155766.0239
Charge: 0
Relative energy (zero: lowest compared OMol25 entry of this formula, charge and spin) (kJ/mol): 0.0

***

2.
The following is a DFT calculation (ωB97M-V with the def2-TZVPD basis set) of a cluster of 2 separate species, C7H17NO6S in total at a distorted geometry.

Atoms and positions in Å:
C 4.21557 0.16176 -0.42463
C 1.77219 -2.19158 1.10126
C 2.84584 0.41821 0.20392
C -1.58610 1.13459 -1.33485
C -1.70388 1.55874 1.15061
C -1.40545 0.57302 0.04987
C 1.29239 -1.51969 -0.15590
N 1.80356 -0.32182 -0.46652
O -3.99966 -0.40398 -0.35633
O -2.13477 -1.82071 -0.84315
O -2.66540 -1.25335 1.51034
O -2.89644 1.64684 -1.62509
O -3.03171 2.10402 1.14267
O 0.45546 -2.03721 -0.89133
S -2.53314 -0.71348 0.19777
H 4.50867 -0.87686 -0.29975
H 4.19160 0.38774 -1.49033
H 4.96590 0.79392 0.04457
H 1.62646 -1.54221 1.95876
H 2.82572 -2.44520 1.02213
H 1.19806 -3.10018 1.24618
H 2.60251 1.48100 0.13225
H 2.86300 0.14396 1.25858
H -1.41343 0.34765 -2.07292
H -0.85401 1.93462 -1.49465
H -1.50864 1.07938 2.11687
H -1.04383 2.42521 1.04823
H 1.43024 0.08645 -1.31243
H -3.90776 0.26977 -1.06762
H -3.10782 2.26455 -0.90617
H -3.64209 1.42081 1.44219
H -1.16300 -2.00598 -0.88457

Summary:
Energy (eV): -32143.4670
Charge: 0
Relative energy (zero: lowest compared OMol25 entry of this formula, charge and spin) (kJ/mol): 0.0

***

3.
The following is a DFT calculation (ωB97M-V with the def2-TZVPD basis set) of a structure of composition C18H27AlBr39.

Atoms and positions in Å:
C 2.24309 2.06470 1.43949
C 1.78942 3.51416 1.69265
C 2.13112 4.35451 0.47088
C 0.29709 3.49764 2.12130
C -0.69200 4.45841 1.41588
Al -2.33631 3.47062 0.72084
H 3.30188 2.01236 1.18196
H 1.62386 1.61477 0.66545
H 2.06684 1.48993 2.35278
H 2.38789 3.85525 2.54146
H 1.43686 4.22538 -0.35606
H 3.11194 4.03891 0.09859
H 2.24582 5.40996 0.70128
H 0.25459 3.70716 3.19463
H -0.06925 2.46945 2.03478
H -1.08878 5.14949 2.16663
H -0.26810 5.07228 0.62331
H -3.13914 4.39605 -0.36142
H -3.36433 3.19672 1.94262
H -1.93784 2.02846 0.06529
C 0.16381 0.34605 -2.62748
Br -1.56401 0.35936 -3.46052
Br 0.80814 2.12738 -2.33550
Br 0.17161 -0.68549 -1.00331
H 0.84354 -0.13110 -3.31880
C 5.01908 5.16585 3.75751
Br 5.19961 5.40695 1.86257
Br 6.44733 6.02157 4.73151
Br 3.29623 5.73493 4.39113
H 5.09685 4.10569 3.94839
C -0.03238 -4.68264 0.38635
Br -0.23982 -3.21456 1.60161
Br 1.81474 -4.97090 -0.06589
Br -0.86025 -6.28334 1.07187
H -0.54819 -4.42051 -0.52790
C 6.10549 -4.54841 0.56358
Br 6.93038 -5.63935 1.92534
Br 5.42526 -5.62691 -0.87936
Br 4.74397 -3.41542 1.29559
H 6.87803 -3.91330 0.15663
C 3.97199 -7.94115 2.80239
Br 4.89036 -9.05244 4.07666
Br 3.29469 -8.96870 1.32299
Br 2.59383 -6.88216 3.61716
H 4.70291 -7.25385 2.40161
C 1.35959 3.13185 -6.68652
Br 1.94475 1.44054 -5.98047
Br -0.35221 3.63500 -5.97400
Br 2.67896 4.50446 -6.40287
H 1.24624 3.01185 -7.75314
C -6.37717 2.85701 3.48521
Br -5.32496 4.33833 4.11313
Br -7.42032 3.33717 1.93957
Br -5.33225 1.28472 3.13024
H -7.06313 2.60355 4.27817
C -5.26285 2.33676 -3.26174
Br -6.52043 3.78618 -3.07352
Br -3.76996 2.83713 -4.37181
Br -4.67547 1.66277 -1.56748
H -5.77988 1.53550 -3.76744
C -2.05061 -2.67058 -6.47545
Br -1.31045 -4.00267 -5.30475
Br -3.71734 -1.99300 -5.79035
Br -0.78864 -1.26589 -6.84488
H -2.26899 -3.15436 -7.41520
C 0.98273 8.44390 -0.77327
Br 1.53034 7.57164 0.84679
Br 1.89239 7.70350 -2.30575
Br -0.92546 8.38278 -0.98636
H 1.26951 9.48193 -0.70367
C -3.91344 -4.58416 -1.05470
Br -2.92697 -5.78313 -2.19792
Br -2.95778 -2.94675 -0.74945
Br -5.68466 -4.26037 -1.73480
H -4.02167 -5.07748 -0.09960
C -9.89039 -0.15623 0.61599
Br -11.18260 1.26764 0.73884
Br -8.32260 0.39229 -0.34123
Br -9.44614 -0.85597 2.35362
H -10.35166 -0.95636 0.05750
C 7.83883 -11.96736 3.85787
Br 7.06358 -11.80987 5.61307
Br 8.02693 -10.25108 3.02009
Br 9.50431 -12.93074 3.90317
H 7.15200 -12.54421 3.25661

Summary:
Energy (eV): -2757353.8979
Charge: -1

***

4.
The following is a DFT calculation (ωB97M-V with the def2-TZVPD basis set) of an isolated molecule of C19H22N2O5S.

Atoms and positions in Å:
C -6.84001 -0.88702 -1.72843
H -7.20126 -1.43355 -2.59513
H -7.64801 -0.72139 -1.01402
H -6.42666 0.07898 -2.02355
O -5.82526 -1.69960 -1.14306
C -5.18429 -1.17177 -0.09810
O -5.38861 -0.07979 0.34910
C -4.15839 -2.16368 0.45022
O -3.28459 -1.56818 1.37128
C -2.47719 -0.55657 0.95507
C -2.29190 -0.17743 -0.37273
C -1.41653 0.85156 -0.67635
C -0.73734 1.50171 0.33297
C -0.91410 1.13659 1.65623
C -1.77996 0.10990 1.96749
H -1.94699 -0.19476 2.98792
H -0.38792 1.68144 2.42368
S 0.45805 2.76461 -0.08477
O 0.14915 3.29808 -1.37784
O 0.61355 3.65710 1.02401
N 1.89905 1.93393 -0.23864
C 2.43701 1.37557 0.97933
H 2.35687 2.14423 1.74786
C 3.90165 0.99585 0.72339
N 4.03342 0.08529 -0.39208
C 3.93593 -1.29026 -0.20035
C 3.60321 -1.86590 1.02929
C 3.59062 -3.23906 1.19258
C 3.90180 -4.08168 0.14145
C 4.24302 -3.52614 -1.08074
C 4.26590 -2.15728 -1.24950
H 4.56887 -1.75503 -2.20407
H 4.50537 -4.16622 -1.91074
H 3.88572 -5.15275 0.27241
H 3.32529 -3.65156 2.15553
H 3.34240 -1.24887 1.87478
C 3.47365 0.67994 -1.58789
H 3.55605 -0.00082 -2.43241
C 1.99700 1.03901 -1.36569
H 1.58528 1.56342 -2.22776
H 1.42182 0.11366 -1.18919
H 4.03190 1.59399 -1.81006
H 4.35648 0.56435 1.61430
H 4.44978 1.90695 0.46270
H 1.86360 0.48640 1.28805
H -1.26803 1.17397 -1.69482
H -2.82462 -0.66492 -1.17403
H -4.69491 -2.93358 1.01315
H -3.62948 -2.64722 -0.38083

Summary:
Energy (eV): -44112.3409
Charge: 0
Relative energy (zero: lowest compared OMol25 entry of this formula, charge and spin) (kJ/mol): 220.9

***

Q: energy of number 1 (C3H3Br2Cl)?
A: -155766.0239 eV

***

Q: Which of these has the lowest energy?
A: C18H27AlBr39

***

Q: energy of number 2 (C7H17NO6S)?
A: -32143.4670 eV